Entry 1:
This record from OMol25 describes 2 unconnected molecules or ions with the total composition C5H8O2 at a distorted geometry. The level of theory is ωB97M-V/def2-TZVPD.

```
15
Properties=species:S:1:pos:R:3:mulliken_charge:R:1
O 2.813 2.124 -1.635 -0.39
O 0.955 -2.407 2.197 -0.42
C 1.245 -1.583 1.124 -0.33
C -0.393 0.416 -1.776 -1.03
C 1.815 1.595 -1.324 0.62
C -0.064 -1.539 1.810 -0.30
C 0.637 1.120 -0.881 -0.39
H -0.446 0.789 -2.832 0.36
H -1.306 0.426 -1.311 0.30
H 0.478 1.224 0.228 0.31
H 0.030 -0.569 -2.110 0.23
H -0.149 -0.764 2.549 0.25
H -0.838 -2.078 1.430 0.28
H 1.118 -2.073 0.135 0.19
H 1.991 -0.876 1.333 0.33
```

Properties
- DFT total energy (eV) = -9406.1916
- energy relative to the best compared isomer or geometry (same formula, charge and spin) (eV) = 3.641
- F_max (eV/Å) = 4.70
- gap between HOMO and LUMO (eV) = 9.36

***

Entry 2:
This record from OMol25 describes a molecular structure, C39H40AgAsCl2N5O7S2. The level of theory is ωB97M-V/def2-TZVPD.

```
97
Properties=species:S:1:pos:R:3:mulliken_charge:R:1
Ag 0.330 -1.256 -0.284 1.26
As -1.780 -1.881 -3.239 0.70
Cl 0.982 -2.394 2.346 -0.05
Cl 4.016 1.833 3.899 -0.18
S -3.396 -4.578 0.502 -0.15
S -0.446 -4.871 0.396 -0.11
O 3.754 -1.602 -2.264 -0.81
O 2.662 -1.724 -0.295 -1.00
O -2.323 1.418 -1.388 -0.67
O -4.279 2.965 -1.318 -0.75
O 1.136 5.664 2.260 -0.51
O -0.277 4.862 -3.794 -0.53
O -2.189 -0.476 -0.368 0.72
N -2.754 -1.758 0.158 -0.40
N 0.059 0.959 1.086 0.96
N 3.271 -0.532 2.058 0.69
N 1.114 0.639 -1.477 1.21
N -1.690 -2.511 0.134 -0.53
C -5.095 -0.186 0.375 -0.29
C 5.200 -0.296 0.621 0.17
C -1.817 -3.770 0.326 -0.23
C 2.856 0.576 4.220 1.32
C 7.441 -0.518 1.541 -0.76
C 0.674 2.940 -1.894 -0.88
C -6.406 0.074 0.730 -0.99
C -6.248 2.259 -0.271 -0.73
C 3.535 -1.244 -1.101 0.38
C -2.032 -0.519 -4.641 -1.12
C 4.672 -0.502 1.907 0.18
C 6.582 -0.316 0.468 -0.54
C -0.279 1.116 2.361 -1.46
C 0.668 3.892 -4.226 -0.80
C 2.172 0.639 5.424 -0.70
C 0.822 3.219 1.070 -0.54
C 2.592 -0.410 3.249 -0.59
C 6.908 -0.719 2.805 -0.70
C 0.803 1.855 -1.037 0.14
C 1.204 1.488 -3.703 -1.41
C 1.328 0.463 -2.781 -1.07
C -4.928 2.004 -0.647 0.45
C 1.144 -0.250 5.693 -0.60
C 5.532 -0.722 2.982 -0.25
C -0.077 2.288 3.066 -1.03
C 4.309 -0.019 -0.564 -0.52
C 0.797 -1.186 4.730 -0.60
C 1.502 -1.254 3.544 -0.17
C -2.908 0.557 -0.717 0.25
C -1.380 -6.124 -0.516 -0.50
C -1.564 -3.426 -4.447 -1.29
C 0.833 4.615 3.171 -0.71
C 0.559 2.010 0.434 0.43
C -2.745 -6.244 0.149 -0.59
C -3.698 -2.154 -2.933 -1.03
C 0.857 2.753 -3.255 0.54
C -4.328 0.766 -0.313 0.14
C -6.976 1.303 0.407 -0.28
C 0.519 3.357 2.415 0.36
H 0.385 3.913 -1.517 0.83
H -0.832 -7.064 -0.477 0.37
H 1.684 4.419 3.832 0.24
H -2.135 -3.287 -5.369 0.40
H -0.511 -3.570 -4.691 0.36
H -6.986 -0.675 1.253 0.44
H -4.151 -1.217 -2.600 0.32
H 5.112 -0.911 3.964 0.45
H 1.608 4.429 -4.349 0.29
H -6.675 3.220 -0.532 0.44
H -3.460 -6.754 -0.498 0.37
H -4.634 -1.129 0.617 0.76
H 2.443 1.410 6.136 0.44
H 6.990 -0.165 -0.527 0.41
H 0.394 3.486 -5.203 0.36
H 1.283 4.039 0.536 0.66
H -0.733 0.257 2.842 0.67
H 4.900 0.371 -1.389 0.46
H -0.025 4.873 3.799 0.34
H 1.368 1.293 -4.757 0.47
H -4.177 -2.468 -3.865 0.47
H 2.810 -1.013 1.259 0.00
H 1.265 6.474 2.759 0.31
H -0.030 -1.869 4.885 0.47
H -3.856 -2.902 -2.157 0.15
H -2.712 -0.886 -5.413 0.47
H -1.474 -5.797 -1.552 0.09
H -0.357 2.349 4.113 0.43
H -2.662 -6.786 1.089 0.34
H -1.924 -4.323 -3.939 0.31
H 8.515 -0.515 1.389 0.36
H -1.074 -0.260 -5.095 0.33
H -2.450 0.379 -4.183 0.16
H 1.620 -0.537 -3.084 0.48
H -3.375 2.582 -1.498 0.37
H 7.559 -0.879 3.657 0.39
H -1.083 4.404 -3.531 0.32
H 0.608 -0.203 6.634 0.37
H -8.003 1.514 0.687 0.37
H 3.558 0.728 -0.279 -0.13
```

Properties
- charge = -1
- DFT total energy (eV) = -174429.9505
- energy relative to the best compared isomer or geometry (same formula, charge and spin) (eV) = 2.462
- F_max (eV/Å) = 0.47
- gap between HOMO and LUMO (eV) = 6.24

***

Entry 3:
This record from OMol25 describes C4H5N3 in the gas phase at a distorted geometry. The level of theory is ωB97M-V/def2-TZVPD.

```
12
Properties=species:S:1:pos:R:3:mulliken_charge:R:1
N 1.437 -1.140 0.232 -0.56
N -2.032 0.127 0.108 -0.48
N 1.447 1.141 -0.057 -0.53
C -0.673 -0.072 0.008 0.43
C 0.172 0.993 -0.364 -0.06
C 0.120 -1.218 0.003 -0.29
C 2.024 0.028 0.378 -0.05
H -0.201 1.670 -1.110 0.38
H -2.351 1.000 -0.270 0.19
H 3.058 0.054 0.732 0.36
H -0.226 -2.214 -0.259 0.41
H -2.775 -0.369 0.599 0.20
```

Properties
- DFT total energy (eV) = -8698.1995
- energy relative to the best compared isomer or geometry (same formula, charge and spin) (eV) = 1.613
- F_max (eV/Å) = 1.29
- gap between HOMO and LUMO (eV) = 9.39

***

Entry 4:
This record from OMol25 describes a molecular structure, C32H41Cl3IN8O5PRbS2. The level of theory is ωB97M-V/def2-TZVPD.

```
94
Properties=species:S:1:pos:R:3:mulliken_charge:R:1
I 2.028 4.483 3.896 -0.06
Rb 0.115 0.869 -0.294 0.44
Cl -0.737 0.043 -4.717 0.01
Cl 0.646 1.097 -7.066 -0.13
Cl -1.910 2.211 -6.248 -0.13
S -2.341 -1.652 -1.669 1.29
S 0.772 -2.972 3.241 -0.46
P -0.736 4.503 0.520 0.91
O -1.411 -0.604 -2.084 0.21
O -1.893 -2.980 -2.072 -0.80
O -1.970 0.752 1.652 -0.80
O -2.790 1.593 -0.249 -0.62
O 0.505 3.680 0.368 -0.21
N 1.008 -2.095 0.279 0.26
N -0.107 -2.865 0.713 -0.01
N 2.114 -0.910 -2.199 0.10
N 2.747 0.627 2.138 -0.09
N -1.716 -2.954 2.291 -0.31
N 3.080 1.937 -0.861 -0.21
N -2.704 -1.685 -0.163 -0.71
N 0.844 3.197 -4.159 -0.42
C -5.334 0.260 -3.595 -0.92
C 4.845 -1.406 -2.224 -0.49
C 2.562 5.257 -1.602 -1.22
C 2.679 1.638 4.735 -0.15
C -0.402 -2.884 2.043 0.06
C 2.651 -1.842 -1.411 0.41
C -1.730 4.034 1.929 -0.71
C 2.957 0.303 4.497 -0.73
C 2.458 1.906 2.363 0.31
C 1.372 -4.035 -1.205 -1.46
C -5.948 -2.047 -3.431 -0.80
C -4.134 -0.006 -2.946 0.12
C 4.352 4.256 -3.059 -1.72
C 2.985 -0.154 3.186 -0.24
C -3.849 -1.301 -2.547 -1.08
C 4.011 -2.122 -1.384 -0.46
C -7.566 -0.452 -4.521 -1.49
C -0.351 6.264 0.734 -1.28
C -0.404 1.463 -5.673 0.75
C -2.713 0.700 0.640 0.22
C 1.639 -2.664 -0.664 0.17
C 0.300 2.439 -4.829 -0.19
C -1.798 4.469 -0.928 -0.70
C 4.854 4.845 -0.656 -1.83
C 2.923 -0.250 -3.022 -0.19
C 3.788 4.342 -1.637 2.81
C 4.290 -0.463 -3.078 -0.65
C 3.389 2.986 -1.210 -0.76
C 2.428 2.447 3.640 -0.91
C -4.758 -2.325 -2.780 -0.44
C -3.506 -0.594 0.413 -0.65
C -6.252 -0.751 -3.847 1.10
H 2.649 2.035 5.741 0.38
H -2.340 -2.648 1.546 0.35
H 5.913 -1.586 -2.219 0.40
H 0.597 -3.957 -1.974 0.23
H 4.663 5.252 -3.381 0.44
H -8.348 -0.259 -3.783 0.27
H -2.232 3.468 -1.001 -0.02
H -2.637 4.637 1.992 0.38
H 2.273 -4.445 -1.662 0.53
H -3.860 -0.947 1.386 0.39
H 3.593 3.889 -3.750 0.25
H -4.512 -3.329 -2.459 0.48
H -1.130 4.169 2.830 0.26
H 2.125 5.266 -0.605 0.00
H -2.595 5.209 -0.839 0.43
H 5.167 5.848 -0.953 0.43
H 4.395 -2.879 -0.714 0.49
H -7.895 -1.292 -5.135 0.38
H 3.179 -1.197 2.970 0.46
H -4.385 -0.372 -0.204 0.29
H -1.982 2.972 1.822 0.12
H -1.261 6.848 0.880 0.41
H 1.003 -4.686 -0.416 0.31
H 2.871 6.267 -1.883 0.49
H 4.902 0.108 -3.764 0.46
H -5.561 1.276 -3.902 0.36
H -0.907 -2.648 0.109 0.07
H 2.229 2.519 1.499 0.54
H 0.303 6.389 1.598 0.26
H 3.134 -0.383 5.314 0.38
H 4.453 4.891 0.357 0.34
H -7.490 0.429 -5.159 0.36
H -1.185 4.693 -1.804 0.26
H 1.803 4.906 -2.300 0.27
H -1.996 -2.929 3.254 0.26
H 2.461 0.502 -3.654 0.16
H 0.167 6.624 -0.156 0.34
H -6.655 -2.847 -3.625 0.34
H -3.430 0.781 -2.709 0.53
H 5.217 3.592 -3.099 0.39
H 5.728 4.193 -0.653 0.41
```

Properties
- charge = -1
- DFT total energy (eV) = -133294.4463
- energy relative to the best compared isomer or geometry (same formula, charge and spin) (eV) = 0.053
- F_max (eV/Å) = 0.44
- gap between HOMO and LUMO (eV) = 6.72

***

Entry 5:
This record from OMol25 describes a molecular structure, C31H37N4O4PSTi. The level of theory is ωB97M-V/def2-TZVPD.

```
79
Properties=species:S:1:pos:R:3:mulliken_charge:R:1
Ti 1.124 -1.209 0.130 0.57
S 3.535 -0.382 -0.187 -0.52
P -1.373 1.336 0.099 1.44
O -0.805 -3.945 -1.181 -0.82
O 1.207 -0.986 -1.878 0.79
O 1.145 -1.023 -4.056 -0.54
O -0.862 -1.929 -0.203 0.17
N -1.389 -1.050 -2.946 -0.47
N 1.474 2.042 0.369 -0.07
N 1.794 -3.413 -0.063 -0.27
N 1.167 -0.706 2.435 -0.29
C -2.966 1.756 -0.709 0.17
C 1.188 4.364 1.042 -0.64
C -2.991 -0.927 3.089 -0.74
C 3.280 -0.753 -3.013 -0.10
C 2.414 -4.188 1.034 -1.02
C -0.737 3.016 0.475 -0.21
C -2.012 -2.215 -2.282 -0.83
C -1.019 5.328 1.128 -0.85
C -1.721 1.537 2.927 -0.41
C 0.882 -3.133 2.772 -0.36
C 0.354 5.439 1.305 -0.59
C 5.447 -0.366 -2.071 -1.11
C -1.148 -2.764 -1.141 0.49
C -1.552 4.116 0.715 -0.33
C 3.866 -0.806 -4.288 -1.01
C 0.655 3.150 0.611 0.21
C -2.893 2.137 -2.050 -0.58
C 1.830 -0.924 -2.933 0.71
C -2.148 1.050 4.159 -0.57
C 4.061 -0.529 -1.850 0.89
C -4.033 2.490 -2.753 -0.74
C -2.794 -0.174 4.241 -0.66
C -5.273 2.449 -2.126 -0.50
C 6.007 -0.426 -3.323 -0.54
C -1.919 0.791 1.767 0.40
C -5.358 2.062 -0.798 -0.67
C 5.219 -0.649 -4.456 -0.68
C -4.211 1.720 -0.090 -0.20
C -2.540 -0.458 1.866 -0.30
C 2.328 -3.438 2.358 -0.53
C 0.710 -1.750 3.383 -0.47
H 0.929 -3.855 -0.386 0.23
H 0.183 -1.151 -3.781 0.52
H 2.261 4.463 1.154 0.41
H 1.268 1.550 -0.488 -0.05
H 2.470 2.187 0.444 0.33
H 2.899 -2.513 2.233 0.13
H 0.628 0.144 2.561 0.06
H -1.241 2.506 2.872 0.34
H 2.833 -4.014 3.137 0.48
H 7.078 -0.298 -3.431 0.37
H 3.462 -4.375 0.797 0.41
H -6.167 2.716 -2.674 0.38
H -2.625 4.016 0.593 0.42
H 0.785 6.376 1.635 0.39
H -3.957 2.794 -3.789 0.42
H 2.133 -0.454 2.615 0.32
H 0.222 -3.190 1.900 0.05
H -2.652 -1.065 0.977 0.12
H -2.981 -1.943 -1.845 0.34
H -4.292 1.426 0.949 0.34
H 1.246 -1.675 4.333 0.43
H -6.321 2.028 -0.304 0.42
H -0.345 -1.570 3.587 -0.07
H -3.136 -0.544 5.199 0.35
H 2.421 -3.392 -0.859 0.17
H -2.163 -3.010 -3.007 0.40
H 3.223 -0.978 -5.140 0.46
H -1.926 2.171 -2.543 0.39
H -3.482 -1.891 3.146 0.42
H 1.927 -5.162 1.127 0.36
H -1.987 1.639 5.053 0.39
H 5.667 -0.697 -5.439 0.39
H -2.095 -0.592 -3.512 0.31
H -1.667 6.174 1.315 0.43
H 0.525 -3.886 3.479 0.61
H -1.135 -0.386 -2.216 -0.16
H 6.069 -0.189 -1.203 0.45
```

Properties
- DFT total energy (eV) = -90142.0199
- energy relative to the best compared isomer or geometry (same formula, charge and spin) (eV) = 0.000
- multiplicity = 3
- F_max (eV/Å) = 0.59
- gap between HOMO and LUMO (spin up / spin down) (eV) = 6.43 / 7.95

***

Entry 6:
This record from OMol25 describes 7 unconnected molecules or ions with the total composition C8H22Cl2N6O12 at a distorted geometry. The level of theory is ωB97M-V/def2-TZVPD.

```
50
Properties=species:S:1:pos:R:3:mulliken_charge:R:1
Cl -25.707 -15.972 -29.035 -0.22
Cl -22.980 -16.377 -25.735 -0.19
O -32.473 -19.001 -27.200 -0.49
O -31.215 -12.859 -27.692 -0.62
O -30.775 -13.879 -31.770 -0.08
O -33.837 -19.616 -28.694 -0.51
O -30.973 -14.657 -21.628 -0.53
O -27.962 -16.863 -24.898 -0.48
O -28.365 -15.762 -26.846 -0.35
O -27.855 -13.560 -23.392 -0.56
O -28.962 -13.142 -25.101 -0.50
O -31.337 -14.591 -26.346 -0.42
O -30.795 -15.960 -23.423 -0.49
O -30.088 -15.856 -31.593 -0.35
N -27.942 -13.303 -24.560 0.95
N -30.477 -15.531 -22.265 0.90
N -32.830 -18.993 -28.320 0.89
N -31.325 -13.411 -26.567 0.98
N -30.230 -14.742 -31.148 0.98
N -28.559 -16.682 -25.972 0.88
C -26.689 -13.471 -25.298 -0.70
C -29.590 -14.461 -29.817 -0.48
C -24.992 -15.552 -27.471 0.12
C -29.663 -17.601 -26.282 -1.08
C -31.786 -18.606 -29.366 -0.68
C -23.642 -16.131 -27.363 -0.51
C -29.278 -16.247 -21.730 -0.63
C -31.783 -12.464 -25.561 -0.81
H -32.116 -17.712 -29.894 0.21
H -29.757 -18.324 -25.472 0.36
H -31.377 -11.457 -25.658 0.28
H -25.033 -14.464 -27.416 0.24
H -29.395 -13.393 -29.717 0.37
H -31.751 -12.943 -24.583 0.27
H -28.676 -15.040 -29.952 0.23
H -26.560 -14.554 -25.304 0.18
H -30.609 -17.060 -26.246 0.40
H -23.709 -17.150 -27.744 0.27
H -25.834 -12.909 -24.924 0.33
H -28.463 -15.524 -21.689 0.24
H -30.789 -18.575 -28.927 0.25
H -22.838 -15.606 -27.879 0.35
H -29.548 -16.693 -20.773 0.30
H -26.890 -13.124 -26.312 0.28
H -30.179 -14.776 -28.956 0.24
H -32.834 -12.373 -25.837 0.35
H -29.552 -18.165 -27.208 0.28
H -29.164 -17.029 -22.481 0.20
H -31.918 -19.396 -30.106 0.39
H -25.610 -15.996 -26.690 -0.05
```

Properties
- charge = +1
- DFT total energy (eV) = -67179.4430
- multiplicity = 2
- F_max (eV/Å) = 5.54
- gap between HOMO and LUMO (spin up / spin down) (eV) = 6.17 / 2.19